No. 1
21
Properties=species:S:1:pos:R:3:forces:R:3:mulliken_charge:R:1 method="wB97M-V/def2-TZVPD" fmax_ev_per_a=2.72 smiles="CC(C)CNC=O.O" energy_ev=-10980.8196 de_lowest_kj_mol=102.21 homo_ev=-9.84 spin_multiplicity=1 gap_ev=10.634
C -1.69628 -0.39009 -0.24017 -1.838 -0.946 1.119 -1.418
C -0.93350 0.87584 0.11529 0.501 -0.391 -2.001 0.481
C -1.24567 1.95868 -0.96215 -0.075 -0.435 1.058 -1.492
C 0.57257 0.54816 0.13215 -0.218 1.099 2.482 -0.579
N 0.79455 -0.22342 1.39949 -0.858 0.552 -1.848 -0.102
C 1.97933 -0.79480 1.61981 -0.201 -0.763 1.349 -0.149
O 3.00149 -0.58643 1.00052 0.181 0.159 -0.725 -0.566
H -2.76837 -0.17804 -0.11961 0.015 0.101 -0.441 0.409
H -1.55713 -0.85744 -1.21043 0.406 0.592 -0.350 0.306
H -1.62341 -1.26229 0.43719 0.604 0.482 0.151 0.369
H -1.30985 1.27437 1.06051 0.464 -0.192 0.211 0.285
H -0.42676 2.67611 -0.96819 -0.051 0.064 -0.448 0.393
H -2.14291 2.48323 -0.64532 -0.154 0.170 -0.102 0.387
H -1.47004 1.50839 -1.92794 0.422 0.136 -0.114 0.331
H 1.13662 1.46998 0.32958 0.038 -0.112 -0.785 0.325
H 0.91912 -0.02051 -0.72283 -0.121 0.314 -0.114 0.445
H -0.10785 -0.52460 1.74860 0.820 -0.578 0.645 0.235
H 1.99311 -1.49727 2.47070 -0.176 0.053 0.098 0.362
O 1.34519 -1.95937 -1.18467 -1.007 -0.369 -0.842 -0.615
H 2.03133 -1.80341 -0.53517 0.768 -0.428 -0.176 0.317
H 1.50844 -2.69710 -1.79736 0.479 0.490 0.832 0.276

---

No. 2
23
Properties=species:S:1:pos:R:3:forces:R:3:mulliken_charge:R:1 method="wB97M-V/def2-TZVPD" fmax_ev_per_a=1.41 charge=+1 energy_ev=-11580.5015 de_lowest_kj_mol=259.64 homo_ev=-13.78 spin_multiplicity=1 gap_ev=8.822
C 2.06657 -2.09689 0.09542 0.171 0.564 0.094 0.273
C 2.21338 -0.92330 0.28542 0.139 -0.371 -0.048 -0.522
C 2.25353 0.52195 0.48566 0.272 -0.182 0.171 -0.874
C -1.61200 1.03075 0.88952 -0.087 -0.486 -0.261 -0.823
C -0.11422 0.84835 1.07873 0.990 0.999 0.027 -0.579
C -1.37646 -0.39006 1.13832 -0.781 -0.177 0.146 0.246
C 0.85526 0.87909 0.10300 -0.605 0.159 0.301 0.967
C 0.65580 1.18223 -1.32799 -0.168 0.015 -0.217 -1.569
C -1.87908 -1.28494 -1.02030 -0.260 0.030 -0.475 -0.627
O -1.40531 -1.40340 0.32099 0.037 -0.109 0.180 -0.290
H 2.04421 -3.13631 -0.05414 -0.104 -0.608 -0.094 0.437
H 2.49632 0.74070 1.52596 -0.058 0.130 -0.034 0.371
H 3.00285 0.96503 -0.17012 -0.059 0.124 0.033 0.360
H -2.09604 1.59817 1.67428 0.066 -0.080 0.123 0.333
H -1.94385 1.32587 -0.09745 0.101 -0.089 -0.084 0.245
H 0.23990 0.88661 2.10127 0.038 -0.111 -0.021 0.521
H -1.33460 -0.73684 2.16748 0.167 0.141 -0.092 0.456
H -0.37728 1.36899 -1.60348 -0.011 -0.004 -0.028 0.409
H 1.07575 0.39378 -1.95470 -0.001 -0.057 0.013 0.395
H 1.23608 2.07972 -1.56257 0.010 0.044 0.069 0.421
H -1.22307 -0.66587 -1.62961 0.046 -0.032 0.101 0.234
H -1.88263 -2.30000 -1.41147 -0.003 0.120 0.035 0.249
H -2.89511 -0.88364 -1.03419 0.098 -0.019 0.062 0.366

---

No. 3
73
Properties=species:S:1:pos:R:3:forces:R:3:mulliken_charge:R:1 method="wB97M-V/def2-TZVPD" fmax_ev_per_a=2.13 energy_ev=-47015.2094 de_lowest_kj_mol=0.00 homo_ev=-6.71 spin_multiplicity=1 gap_ev=7.026
Y -0.53386 0.82862 -0.28857 -1.436 1.436 -0.647 2.810
C -0.55833 -2.98069 -2.32907 0.645 -1.490 -0.278 -0.904
C -1.42208 -1.76105 -2.53567 0.329 0.937 0.747 0.048
O -1.49643 -0.98443 -1.38865 0.465 0.926 0.706 -0.843
H -0.32435 -3.52321 -3.25873 -0.122 0.284 -0.153 0.376
H -1.05136 -3.75073 -1.72448 -0.233 0.321 0.161 0.350
H 0.40877 -2.83039 -1.83936 -0.125 0.560 -0.009 -0.044
H -2.39646 -2.13617 -2.88487 -0.196 0.206 0.083 0.277
H -1.03489 -1.10831 -3.33676 0.164 -0.371 -0.442 -0.229
C -2.08135 4.58927 -2.43583 -0.019 0.296 -0.010 -1.083
C -2.57582 3.17230 -2.20399 -0.384 -0.492 -0.067 -0.339
O -1.89520 2.53697 -1.20574 1.099 -1.479 0.790 -0.736
H -2.67698 5.09433 -3.20356 0.081 0.015 -0.072 0.374
H -1.02248 4.62706 -2.70428 -0.012 -0.165 -0.135 0.212
H -2.16782 5.16752 -1.51301 -0.085 -0.081 0.039 0.292
H -2.60647 2.59756 -3.15480 0.569 0.048 -0.232 0.142
H -3.67080 3.21381 -2.03625 -0.016 0.227 0.519 0.279
C 1.38407 3.39333 3.10895 -0.085 0.284 0.594 -1.287
C 1.71955 2.52141 1.91710 0.197 -1.002 -0.647 -0.094
O 0.67627 2.28185 1.05266 -0.903 -0.869 -0.948 -0.895
H 2.24128 3.45758 3.78888 0.086 0.088 -0.108 0.387
H 0.54546 3.05507 3.72663 -0.044 -0.367 -0.295 0.231
H 1.11617 4.40754 2.80348 0.112 -0.037 -0.164 0.321
H 2.14174 1.53608 2.22055 -0.038 0.124 0.600 0.005
H 2.59566 2.96998 1.40788 -0.197 0.279 -0.086 0.315
O 0.68867 1.32338 -2.37499 -0.284 0.276 0.304 -0.860
C 0.77513 1.19434 -3.55977 0.451 -0.621 -0.418 0.230
O 1.59955 0.23090 -4.05751 -0.074 0.221 0.023 -0.201
C 1.60293 0.22694 -5.49448 -0.219 0.168 -0.017 -0.541
C 0.38241 1.06027 -5.89543 0.367 0.111 -1.115 -0.721
C 0.12774 1.95845 -4.69740 -0.016 -0.953 0.058 0.284
H 1.57347 -0.80693 -5.83158 -0.104 -0.011 0.068 0.333
H 2.53190 0.67449 -5.85401 0.032 0.033 0.156 0.306
H -0.46499 0.44696 -6.19934 -0.072 -0.120 0.489 0.309
H 0.60488 1.65572 -6.78404 0.083 -0.033 0.050 0.378
H -0.94015 2.05511 -4.52531 0.101 0.601 0.342 -0.207
H 0.67324 2.89248 -4.81653 -0.355 0.275 0.232 0.320
O -2.53992 0.68072 1.24148 0.186 0.213 -0.182 -0.555
C -3.09040 0.10135 2.13673 0.668 0.061 -0.293 0.463
O -3.10552 -1.23380 2.19079 0.140 -0.334 -0.126 -0.282
C -3.65514 -1.71433 3.41523 -0.541 0.806 0.475 -0.461
C -3.80280 -0.45905 4.32261 -0.437 -1.040 -0.164 -0.330
C -3.77475 0.70146 3.32523 0.322 -0.700 0.953 -0.442
H -2.97233 -2.44214 3.84792 -0.076 -0.148 -0.173 0.235
H -4.63732 -2.14692 3.21650 0.190 -0.249 -0.100 0.393
H -2.99441 -0.48863 5.04971 0.103 0.539 -0.102 -0.080
H -4.73793 -0.50785 4.87970 0.044 0.028 0.026 0.440
H -3.18388 1.50220 3.75884 -0.266 0.472 -0.528 0.266
H -4.78701 0.97300 3.03165 0.081 0.410 0.051 0.376
O 0.06519 -0.72093 1.58054 -0.377 -0.417 -0.341 -0.167
C 0.19023 -1.03903 2.72492 0.393 1.321 -0.358 -0.114
O -0.48356 -0.36896 3.67840 -0.540 -0.286 0.854 -0.346
C -0.06113 -0.81712 4.97521 0.914 -0.756 0.404 -0.483
C 0.61547 -2.17391 4.73771 1.464 0.382 0.299 -0.720
C 1.16862 -1.99248 3.32980 -0.779 -1.043 -0.341 -0.181
H -0.84561 -0.89248 5.72362 -0.455 0.297 -0.436 0.340
H 0.70835 -0.14622 5.36260 -0.217 0.327 -0.142 0.333
H -0.00400 -3.05635 4.87365 -0.250 0.126 -0.215 0.317
H 1.49533 -2.27235 5.37903 -0.408 -0.138 0.416 0.322
H 1.19250 -2.92124 2.76023 0.009 0.106 -0.116 0.316
H 2.16657 -1.56047 3.26569 -0.054 0.191 0.165 0.256
O 1.48649 -0.62472 -0.57445 0.268 0.305 0.057 0.408
C 2.49895 -1.26201 -0.60369 -0.336 0.241 -0.818 0.041
O 3.09245 -1.72878 0.50132 0.457 -0.289 0.074 -0.361
C 4.16488 -2.66109 0.15997 -0.625 0.055 -0.133 -0.463
C 4.03274 -2.89327 -1.34537 -0.333 -0.735 -0.351 -0.731
C 3.26353 -1.67966 -1.84211 0.715 -0.108 0.373 -0.236
H 3.91003 -3.57300 0.69281 0.390 0.004 0.244 0.274
H 5.11764 -2.24980 0.48118 -0.015 0.089 0.063 0.324
H 3.43990 -3.80166 -1.48735 -0.074 0.103 -0.051 0.286
H 4.95673 -3.07288 -1.89186 0.187 0.192 0.288 0.389
H 2.63774 -1.83552 -2.71243 -0.201 0.048 0.112 0.235
H 4.00332 -0.90943 -2.07790 -0.312 0.305 -0.002 0.346

---

No. 4
139
Properties=species:S:1:pos:R:3:forces:R:3:mulliken_charge:R:1 method="wB97M-V/def2-TZVPD" fmax_ev_per_a=4.49 smiles="CCOC(=O)C(F)(F)F.CCOC(=O)C(F)(F)F.CCOC(=O)C(F)(F)F.CCOC(=O)C(F)(F)F.CCOC(=O)C(F)(F)F.CCOC(=O)C(F)(F)F.CCOS(C)(=O)=O.CCOS(C)(=O)=O.CCOS(C)(=O)=O.c1cc[nH]c1" energy_ev=-165233.2887 homo_ev=-8.55 spin_multiplicity=1 gap_ev=8.758
C -4.95662 2.63904 1.33902 0.824 -0.656 0.436 -0.698
C -5.58388 1.31120 1.73744 -1.629 -0.048 -0.483 -0.278
O -5.57561 0.42795 0.54687 -0.829 0.564 0.704 -0.380
C -4.40386 -0.00293 0.25661 3.453 0.444 1.773 0.130
O -3.38928 0.09510 0.95664 -1.905 -0.399 -1.440 -0.209
C -4.33605 -0.57976 -1.13020 1.137 -0.113 -1.188 0.928
F -4.39423 0.40430 -2.06991 0.192 -0.627 0.721 -0.275
F -3.17813 -1.27218 -1.29729 -0.576 0.627 -0.073 -0.180
F -5.30874 -1.42056 -1.34682 -1.057 -0.664 -0.315 -0.279
H -5.11293 3.34991 2.15378 -0.095 0.162 -0.368 0.423
H -5.36849 2.93449 0.38289 -0.563 0.429 0.076 0.366
H -3.88309 2.56820 1.12827 -0.171 -0.169 0.470 -0.124
H -6.67650 1.45037 1.86907 0.654 -0.022 0.066 0.324
H -5.22954 0.74236 2.60613 0.406 0.426 -0.364 0.221
C -3.50815 -3.17522 2.24636 -0.760 -0.151 -1.625 0.176
C -3.63811 -4.66058 2.45336 -0.463 -1.052 -1.290 -0.624
O -4.42410 -5.02566 3.60878 0.004 0.341 0.002 -0.252
C -5.73081 -5.02731 3.49248 -0.084 0.229 0.173 0.407
O -6.40381 -4.74588 2.55261 -0.196 0.282 -0.597 -0.534
C -6.35400 -5.56155 4.77499 -1.241 -1.040 2.000 0.841
F -5.39697 -5.83896 5.68607 -0.852 0.371 -0.228 -0.230
F -7.32804 -4.78580 5.36676 1.622 -0.254 -0.916 -0.270
F -6.99694 -6.72391 4.50578 0.498 0.348 -0.206 -0.269
H -4.50348 -2.73512 2.33732 0.091 0.142 0.460 0.572
H -3.26895 -2.95035 1.17306 0.276 -0.391 0.944 -0.295
H -2.78119 -2.73025 2.87757 0.526 0.586 0.610 -0.219
H -2.74851 -5.23678 2.65662 0.651 0.426 -0.155 0.243
H -4.08971 -5.11295 1.53555 0.046 0.256 0.828 0.389
C -2.13696 -4.08483 -2.70083 -0.323 0.333 -0.010 -1.365
C -0.83635 -3.38955 -2.43859 0.669 -0.790 0.703 1.287
O 0.38938 -4.15496 -2.88831 -1.040 0.328 0.466 -0.252
C 0.59472 -4.16474 -4.16957 -0.684 2.113 -2.147 0.196
O -0.04082 -3.58675 -5.05538 1.047 -1.260 2.009 -0.588
C 1.79615 -5.02522 -4.58661 0.007 0.276 -1.602 1.002
F 2.77864 -5.21388 -3.71726 -0.209 0.117 0.213 -0.209
F 1.20900 -6.18175 -4.87158 0.284 -1.082 -0.069 -0.258
F 2.35783 -4.56590 -5.75320 -0.445 -0.215 1.272 -0.266
H -2.33906 -4.18984 -3.75513 0.070 -0.316 -0.344 0.447
H -2.90725 -3.40947 -2.33671 -0.083 0.163 0.096 0.175
H -2.29715 -5.00587 -2.15479 0.344 -0.320 -0.049 0.333
H -0.64816 -3.27378 -1.37684 0.055 -0.077 0.056 -0.478
H -0.81007 -2.41414 -2.87187 0.198 0.507 -0.594 0.143
C -1.09903 0.31013 3.53655 0.158 0.979 0.779 0.956
C -1.35280 0.62714 5.02895 -1.340 0.298 -0.878 -0.726
O -2.51325 -0.17115 5.54246 0.699 -0.324 -0.251 -0.328
C -2.30114 -1.47348 5.70660 -2.070 0.573 -0.125 0.314
O -1.31037 -2.08096 5.53495 1.626 -0.847 -0.196 -0.493
C -3.63199 -2.17613 6.19244 -0.110 0.746 0.628 0.962
F -4.68506 -1.98827 5.36672 0.711 -0.791 -0.499 -0.230
F -3.44460 -3.46332 6.50174 -0.138 0.506 -0.904 -0.231
F -4.01850 -1.57103 7.31268 0.091 0.332 0.950 -0.289
H -0.33839 0.99354 3.09122 -0.538 -0.243 0.579 -0.337
H -2.02058 0.45787 2.97512 0.045 -0.323 -0.091 0.136
H -0.67836 -0.67713 3.48041 -0.179 -0.520 -0.321 -0.309
H -1.80180 1.63401 5.13499 0.788 -0.425 0.113 0.332
H -0.47945 0.44306 5.64143 -0.033 0.079 0.181 0.337
C 3.83474 -3.03931 -0.49118 2.794 0.025 0.183 -1.644
C 2.41274 -2.89874 -0.29679 -0.850 -0.594 2.480 1.477
O 2.07589 -3.62794 1.05069 1.158 1.162 -1.563 -0.433
C 0.83509 -3.69556 1.41623 -0.635 1.161 -2.247 0.337
O -0.11611 -3.24902 0.79021 0.774 -0.710 1.344 -0.509
C 0.72818 -4.53040 2.66512 -1.661 -0.618 0.759 0.689
F 0.36734 -5.79411 2.27283 0.638 0.691 0.467 -0.288
F 1.83427 -4.56948 3.40363 -0.313 -0.227 -0.244 -0.249
F -0.28313 -4.06150 3.41960 0.486 -0.221 -0.033 -0.040
H 4.25010 -4.05701 -0.33237 -0.397 0.592 -0.129 0.377
H 4.45094 -2.29842 0.07357 -0.503 -0.639 -0.144 0.304
H 3.96440 -2.76831 -1.53303 0.418 -0.086 -0.332 0.212
H 1.91765 -3.43531 -1.05623 -1.156 -0.479 -0.646 -0.073
H 2.18643 -1.83624 -0.24772 -0.725 -0.410 0.197 -0.168
C 0.48660 7.45465 -0.96931 -1.497 0.804 -0.685 -0.956
C -0.95384 7.03324 -0.54919 1.185 0.156 -0.700 -0.321
O -1.09573 5.62060 -0.88906 0.416 0.492 0.971 -0.290
C -0.91788 4.84864 0.15466 -0.302 -0.466 1.922 -0.053
O -0.80426 5.13650 1.33876 0.059 -0.237 -2.111 -0.599
C -0.99753 3.39423 -0.31384 -1.842 -0.042 0.656 1.150
F -2.32131 3.15362 -0.67074 1.262 0.135 -0.031 -0.322
F -0.21393 3.16909 -1.33120 0.265 -0.357 -0.807 -0.141
F -0.71957 2.56801 0.67095 0.257 -0.331 0.255 -0.057
H 0.64547 7.21548 -2.06363 0.107 -0.144 1.422 0.113
H 1.20856 7.10646 -0.26732 0.767 -0.832 0.088 0.310
H 0.59615 8.54334 -0.90580 -0.321 -0.034 -0.022 0.486
H -1.64188 7.45540 -1.23812 -0.745 0.803 -0.251 0.310
H -1.24188 7.19324 0.50583 0.350 -0.001 -0.690 0.370
C 2.45005 6.52734 -5.47673 1.319 -0.061 0.389 -1.318
C 3.26663 5.47198 -4.70890 -0.424 -0.203 -0.300 0.205
O 3.57791 5.92067 -3.38012 -0.955 0.912 -0.023 -0.353
S 3.85205 5.07057 -2.10047 4.203 -0.515 -1.504 1.425
C 2.47996 4.15456 -1.75115 -1.086 -0.748 0.439 0.494
O 4.91196 4.10731 -2.39246 -1.281 0.443 -0.074 -0.725
O 4.18192 6.04469 -1.12955 -0.691 0.642 1.045 -0.706
H 2.94204 7.50401 -5.35700 -0.238 -0.230 -0.073 0.323
H 1.40954 6.60508 -5.18936 -0.125 -0.144 0.176 0.301
H 2.53223 6.23805 -6.52319 -0.240 0.091 -0.098 0.396
H 2.71364 4.53530 -4.68266 -0.018 -0.188 0.122 0.020
H 4.22214 5.29715 -5.19047 0.084 -0.037 -0.207 0.307
H 1.56871 4.74544 -1.68328 0.135 0.002 0.051 -0.043
H 2.77726 3.72050 -0.78651 -0.500 -0.108 -0.191 -0.111
H 2.41230 3.37326 -2.51175 -0.249 0.000 0.150 -0.224
C 3.57081 2.71478 2.01622 -0.493 2.743 1.279 -1.175
C 2.71248 2.00621 3.01337 -0.578 -0.890 -0.760 0.323
O 3.31697 0.70957 3.26341 0.653 -0.100 -0.511 -0.280
S 2.47540 -0.37462 4.00416 1.348 -0.903 -0.053 1.013
C 3.82106 -1.51229 4.48599 -1.759 0.750 -0.605 -1.089
O 1.88367 0.25479 5.12580 -0.589 0.301 1.150 -0.700
O 1.61427 -1.07704 3.09665 0.165 -0.101 -0.313 -0.485
H 3.00458 3.68738 1.85510 0.845 -0.806 0.072 0.339
H 3.56108 2.23580 1.07918 0.407 -0.734 -1.043 0.250
H 4.58687 2.98915 2.39221 -0.807 -0.481 -0.413 0.369
H 2.58041 2.50020 3.94857 0.140 0.483 0.678 0.640
H 1.71026 1.82639 2.59205 0.254 0.119 0.020 -0.380
H 4.45937 -1.02908 5.22118 -0.230 -0.203 0.153 0.407
H 4.36866 -1.74616 3.57475 -0.109 -0.198 0.086 0.281
H 3.16608 -2.33432 4.82561 0.952 -0.004 0.166 0.384
C 3.14441 -1.88812 -4.05440 -0.329 0.716 -0.024 0.174
C 2.03039 -1.24368 -4.83584 -0.425 1.300 -0.141 0.000
O 2.50152 -0.19129 -5.76335 -0.138 1.006 0.299 -0.402
S 2.70779 1.36409 -5.34454 -0.708 -1.368 2.443 1.082
C 4.42652 1.34857 -4.82324 -0.106 1.183 -0.275 -0.886
O 2.62579 2.13310 -6.53584 -0.219 0.062 -0.336 -0.645
O 1.84892 1.70540 -4.18979 1.267 -0.659 -1.909 -0.622
H 3.63826 -1.15004 -3.41581 0.070 -0.135 -0.043 0.478
H 3.85699 -2.38249 -4.71751 -0.067 -0.084 0.243 0.376
H 2.62585 -2.57318 -3.39106 0.297 -0.431 0.150 -0.872
H 1.55669 -1.94098 -5.50058 -0.091 -0.258 -0.339 0.323
H 1.22713 -0.81826 -4.20075 0.658 -0.123 -0.196 -0.132
H 4.54742 1.82542 -3.85218 -0.282 0.123 0.055 0.239
H 4.89660 2.00581 -5.57730 0.166 -0.674 0.370 0.390
H 4.82794 0.35077 -4.76550 0.049 -0.238 -0.369 0.432
C 0.34862 0.09214 -1.73019 -0.457 0.277 0.131 -1.140
C 1.65341 0.44596 -1.33162 0.711 0.168 0.807 0.337
C 1.76608 0.23802 0.01854 -0.899 0.206 -0.241 -2.903
N 0.54763 -0.21185 0.47204 0.500 0.131 0.481 3.256
C -0.31197 -0.28436 -0.57487 -0.432 -0.511 -0.293 -1.124
H -0.09959 0.23795 -2.70641 0.086 -0.126 0.189 1.070
H 2.50000 0.88833 -1.80738 0.005 0.072 -0.965 0.992
H 2.61067 0.47472 0.62362 0.150 -0.266 0.562 0.457
H 0.37359 -0.53881 1.42151 0.019 0.153 -0.499 -1.020
H -1.33338 -0.62579 -0.42415 0.494 0.183 -0.001 0.097